Entry 1:
Density functional theory data (the ωB97M-V functional and the def2-TZVPD basis) for a structure of composition CaH2O in a non-equilibrium geometry.

XYZ file:
```
4
Properties=species:S:1:pos:R:3:forces:R:3:mulliken_charge:R:1
O 1.6837 -1.6850 -0.9054 -0.259 0.919 -0.294 -0.67
H 2.6136 -1.8617 -0.6367 -0.580 0.027 -0.043 0.38
H 1.6776 -1.8183 -1.8803 0.101 -0.169 0.608 0.39
Ca 0.0000 0.0000 0.0000 0.738 -0.776 -0.271 1.90
```
Positions in Å, forces in eV/Å.

Summary:
* calculated total energy: -20500.702 eV
* LUMO energy: -11.287 eV
* net charge: +2
* max |F|: 0.02148 hartree/bohr
* HOMO-LUMO gap: 11.206 eV
* molar mass: 58.09 g mol⁻¹
* energy above the lowest of the compared OMol25 structures with the same formula, charge and spin: 22.1 kJ/mol

---

Entry 2:
Density functional theory data (the ωB97M-V functional and the def2-TZVPD basis) for a structure of composition C4H7N3O in a non-equilibrium geometry.

XYZ file:
```
15
Properties=species:S:1:pos:R:3:forces:R:3:mulliken_charge:R:1
C -1.6394 0.8266 -0.5772 0.323 0.119 -0.133 -1.09
C -0.5939 0.5405 0.4853 -0.112 -0.838 0.253 0.79
C -0.2590 -1.3394 0.4163 -0.666 1.028 -0.659 0.10
N 2.0171 1.0977 0.0850 -0.086 -0.265 -0.650 -0.56
C 0.9586 -1.0276 -0.1908 0.419 -0.076 -0.701 -0.37
N 0.9648 0.3041 -0.2424 -0.795 0.373 1.521 0.25
N -1.0281 -2.2184 0.8628 0.237 -0.035 0.456 -0.60
O -0.5807 1.0952 1.5639 0.113 -0.173 -0.256 -0.62
H 1.8841 2.0470 -0.2406 0.193 -0.175 -0.068 0.23
H 2.9278 0.6818 -0.0569 0.064 0.126 -0.032 0.24
H -0.5479 -3.0753 1.1547 -0.028 0.044 -0.106 0.26
H 1.6239 -1.6285 -0.8099 0.276 -0.047 0.327 0.40
H -1.3946 0.3650 -1.5324 0.010 -0.004 0.004 0.34
H -1.7463 1.9071 -0.6978 -0.006 -0.052 -0.010 0.34
H -2.5863 0.4240 -0.2200 0.057 -0.024 0.054 0.27
```
Positions in Å, forces in eV/Å.

Summary:
* calculated total energy: -10774.677 eV
* LUMO energy: -0.644 eV
* net charge: 0
* max |F|: 0.03415 hartree/bohr
* HOMO-LUMO gap: 7.086 eV
* molar mass: 113.12 g mol⁻¹
* energy above the lowest of the compared OMol25 structures with the same formula, charge and spin: 489.3 kJ/mol

---

Entry 3:
Density functional theory data (the ωB97M-V functional and the def2-TZVPD basis) for a structure of composition C6H14N2 in a non-equilibrium geometry.

XYZ file:
```
22
Properties=species:S:1:pos:R:3:forces:R:3:mulliken_charge:R:1
C 2.8669 0.5251 0.1872 -0.386 -0.934 -0.757 -1.48
C 1.3968 0.4370 -0.2431 0.321 0.505 0.580 0.53
C 0.4230 0.5566 0.9024 0.164 -0.204 0.161 -0.84
C -0.8818 0.4349 0.1494 -0.362 0.789 0.416 0.71
C -1.0531 -1.0340 -0.0835 -6.346 1.260 3.495 -0.08
N -2.1690 -1.3728 -0.6846 1.202 -0.227 -2.502 -0.68
C -2.0532 1.2133 0.7152 -0.313 -0.033 -0.324 -1.79
N 1.0661 -0.8815 -0.8064 0.139 -1.291 -1.602 -0.74
H 3.0890 -0.3181 0.8268 0.132 -0.160 0.307 0.34
H 3.0755 1.4449 0.6956 -0.054 0.578 0.359 0.37
H 3.5389 0.4628 -0.6654 0.042 -0.019 -0.170 0.36
H 1.1706 1.2924 -0.8972 0.212 -0.290 -0.280 0.25
H 0.5047 1.4146 1.5738 0.179 0.112 -0.396 0.35
H 0.5808 -0.3604 1.4931 -0.107 0.397 0.314 0.30
H -0.1179 -1.3530 -0.7917 4.624 0.835 -1.113 0.05
H -2.0927 -2.3326 -1.0438 -0.752 -0.216 1.075 0.24
H -0.8704 -1.5843 0.8453 1.366 -0.875 -0.487 0.44
H -1.8324 2.2828 0.7543 0.265 -0.100 0.129 0.43
H -2.3415 0.8824 1.6963 -0.121 -0.155 0.586 0.36
H -2.9213 1.1321 0.0662 -0.097 -0.262 -0.059 0.41
H 1.2110 -0.8792 -1.8271 -0.030 -0.027 0.438 0.31
H -0.7253 0.8255 -0.8513 -0.076 0.317 -0.169 0.14
```
Positions in Å, forces in eV/Å.

Summary:
* calculated total energy: -9424.986 eV
* LUMO energy: -0.151 eV
* net charge: 0
* max |F|: 0.14300 hartree/bohr
* HOMO-LUMO gap: 8.526 eV
* molar mass: 114.19 g mol⁻¹
* energy above the lowest of the compared OMol25 structures with the same formula, charge and spin: 434.0 kJ/mol

---

Entry 4:
Density functional theory data (the ωB97M-V functional and the def2-TZVPD basis) for the molecule C8H17N3Si in a non-equilibrium geometry.

XYZ file:
```
29
Properties=species:S:1:pos:R:3:forces:R:3:mulliken_charge:R:1
C 0.5381 1.8208 -0.9138 -0.168 0.650 -0.140 -1.83
C 0.7504 0.7503 0.1733 0.548 -0.396 -0.873 1.88
C 0.4959 1.3497 1.5652 0.130 -0.827 -1.131 -1.78
C 2.2608 0.4123 0.0752 -0.636 0.292 0.302 -2.12
Si -0.4842 -0.7704 -0.1564 1.751 -0.257 -0.562 0.23
C -0.3978 -1.2735 -1.9983 2.111 2.313 1.433 -1.21
C -0.2700 -2.1626 1.1297 0.044 2.305 1.122 -1.25
N -2.1628 -0.2466 0.0114 2.545 0.117 -0.612 0.56
C -3.0775 -0.4376 0.9358 -1.426 1.050 0.748 0.20
N -4.1629 0.1749 0.5533 -2.302 0.501 1.174 -0.68
C -3.8573 0.7804 -0.5872 -0.406 -0.263 -1.441 -0.21
N -2.6387 0.5469 -0.9988 0.258 -0.411 0.406 -0.73
H 0.9772 1.7189 -1.9077 -0.037 -1.252 -0.093 0.40
H -0.5297 2.0144 -1.0927 0.379 0.533 0.281 0.38
H 1.1579 2.6843 -0.6326 -0.816 0.393 0.528 0.49
H -0.2192 2.1229 1.4491 -0.485 1.103 0.358 0.39
H 1.4462 1.6304 1.9775 0.232 0.754 0.359 0.45
H 0.0830 0.6139 2.2129 -0.385 -0.659 0.813 0.42
H 2.5600 -0.1863 0.8843 0.413 -0.919 1.419 0.54
H 2.4332 -0.1885 -0.7635 0.441 -0.808 -1.642 0.50
H 2.9979 1.2425 0.0550 -0.931 0.072 -0.077 0.42
H -1.4116 -1.4238 -2.2216 -1.110 -0.387 -1.126 0.41
H 0.1286 -0.4326 -2.5422 -1.271 -0.550 0.379 0.25
H 0.2891 -2.0596 -2.1697 0.179 -1.428 -0.092 0.43
H -0.6774 -3.1146 1.0668 -0.948 -1.826 -1.208 0.47
H 0.7984 -2.3189 1.2665 0.139 0.189 0.369 0.34
H -0.7679 -1.8624 2.0983 0.989 0.264 -0.649 0.28
H -3.0390 -0.7387 1.9775 0.728 -0.775 -0.497 0.38
H -4.5589 1.2645 -1.2579 0.033 0.219 0.453 0.38
```
Positions in Å, forces in eV/Å.

Summary:
* calculated total energy: -20919.718 eV
* LUMO energy: 0.684 eV
* net charge: 0
* max |F|: 0.06698 hartree/bohr
* HOMO-LUMO gap: 10.341 eV
* SMILES: CC(C)(C)[Si](C)(C)n1cncn1
* molar mass: 183.33 g mol⁻¹
* energy above the lowest of the compared OMol25 structures with the same formula, charge and spin: 0.0 kJ/mol

---

Entry 5:
Density functional theory data (the ωB97M-V functional and the def2-TZVPD basis) for a structure of composition C17H17F6N4O8S2Ti in a non-equilibrium geometry.

XYZ file:
```
55
Properties=species:S:1:pos:R:3:forces:R:3:mulliken_spin:R:1
Ti -0.3897 0.1696 -0.3353 -0.479 -1.751 0.196 1.01
C 2.0672 0.7105 2.6233 0.071 0.411 1.204 0.02
C 1.5022 1.7564 1.7480 -1.091 -0.462 -1.141 0.01
N 0.8628 1.5397 0.5719 0.280 2.299 1.994 -0.10
C 0.4651 2.8211 0.1023 1.647 -0.738 1.923 0.05
C 0.9904 3.7471 0.9731 -1.168 -0.071 -0.747 0.00
N 1.5098 3.0605 2.0509 0.407 0.548 -1.566 0.00
C 1.1706 5.2091 0.8397 0.044 0.531 -0.024 0.00
O 0.6023 5.8062 -0.2176 0.550 -0.396 0.860 0.00
O 1.8699 5.7753 1.6552 -0.542 -0.053 -0.497 0.00
C -0.4277 2.8775 -1.0585 -0.038 -1.511 -2.121 0.01
O -0.7632 3.9028 -1.6349 0.284 -0.094 0.779 0.00
O -0.7156 1.6455 -1.4925 -0.704 2.720 0.405 0.01
H 1.4576 -0.1748 2.5112 0.221 -0.330 -0.051 -0.01
H 1.9468 1.0448 3.7097 0.557 -0.489 -1.433 0.00
H 3.1193 0.5061 2.3348 -0.590 0.056 0.444 0.00
H 2.0144 3.5665 2.7619 0.174 -0.169 0.208 0.00
H 0.1218 5.1653 -0.8057 -0.186 -0.004 0.077 0.00
C -0.5947 -2.6597 -1.8897 0.280 -0.551 -0.405 0.00
N -0.0186 -2.4400 -0.5433 -0.082 0.756 -0.035 0.02
C -0.5583 -3.4377 0.4028 0.067 -0.139 -0.775 0.00
C 1.4704 -2.4915 -0.6058 -1.309 -0.367 0.243 -0.03
C 2.0203 -1.2721 -1.2648 0.531 0.042 -0.782 0.02
C 3.3266 -1.4339 -1.7965 -0.146 -0.738 1.077 0.02
C 3.8618 -0.4744 -2.6020 0.087 0.609 -0.608 0.00
C 3.0261 0.5957 -2.9823 0.768 -0.105 -0.369 0.00
C 1.7822 0.7869 -2.4471 -0.358 -1.463 0.724 0.00
C 1.2190 -0.1488 -1.5275 2.047 -0.707 -0.905 -0.03
H -0.7277 -3.7407 -2.0883 0.346 0.213 0.055 0.00
H 0.0983 -2.2335 -2.6321 -0.447 -0.182 0.196 0.00
H -1.5871 -2.2249 -2.0278 0.354 0.067 0.214 0.00
H -0.3379 -4.4444 -0.0225 -0.212 0.330 0.506 0.00
H -1.6490 -3.3266 0.5172 0.543 -0.003 -0.154 0.00
H -0.0895 -3.3294 1.3787 0.035 -0.053 -0.025 0.00
H 1.7908 -3.3620 -1.1895 0.012 -0.196 0.134 0.00
H 1.7966 -2.6367 0.4180 0.312 0.048 0.262 -0.01
H 3.8907 -2.3558 -1.5184 -0.403 0.817 -0.345 0.00
H 4.8791 -0.5460 -3.0143 -0.590 -0.063 0.198 0.00
H 3.3700 1.2289 -3.7842 0.103 0.374 0.030 0.00
H 1.1349 1.5508 -2.7966 -0.185 0.805 -0.300 0.00
F -3.9023 -3.1386 0.4291 0.950 0.256 -0.528 0.00
C -4.4376 -2.2114 -0.3660 -0.061 1.050 0.460 0.00
F -5.6944 -2.1690 0.0060 -0.935 0.536 -0.196 0.00
F -4.3600 -2.5308 -1.6529 0.295 -0.337 0.309 0.00
S -3.6978 -0.4197 -0.2490 0.780 -2.066 -2.424 0.01
O -2.2513 -0.7117 -0.6786 -3.110 1.043 0.764 -0.01
O -4.5988 0.3316 -1.0901 1.482 -0.554 0.762 0.00
N -3.7862 -0.1045 1.2535 0.262 0.517 1.455 0.00
S -2.7077 0.7091 2.0611 0.074 -0.282 -0.217 0.00
O -1.7755 1.4341 1.1915 -0.702 -0.588 0.678 0.01
O -3.2667 1.3371 3.2071 0.165 -0.045 -0.388 0.00
C -1.5489 -0.5811 2.7913 1.128 -0.616 -0.333 0.01
F -0.8713 -0.0162 3.7896 -0.346 -0.278 -0.294 0.00
F -0.5772 -0.9047 1.8072 -0.988 0.382 0.692 -0.01
F -2.0325 -1.7577 3.1785 -0.183 0.992 -0.187 0.00
```
Positions in Å, forces in eV/Å.

Summary:
* multiplicity: 2
* calculated total energy: -101337.004 eV
* LUMO energy (spin up / spin down): -0.303 / -0.296 eV
* net charge: 0
* max |F|: 0.06549 hartree/bohr
* HOMO-LUMO gap (spin up / spin down): 7.809 / 8.782 eV
* <S²>: 0.75
* molar mass: 631.33 g mol⁻¹
* energy above the lowest of the compared OMol25 structures with the same formula, charge and spin: 0.0 kJ/mol

---

Entry 6:
Density functional theory data (the ωB97M-V functional and the def2-TZVPD basis) for the ion C5H13N2OS with charge +1 in a non-equilibrium geometry.

XYZ file:
```
22
Properties=species:S:1:pos:R:3:forces:R:3:mulliken_charge:R:1
C -0.7225 2.3025 0.4829 -0.286 -2.798 0.506 -0.59
O -0.5082 1.1511 -0.4155 2.083 -0.862 -0.564 -0.43
C -0.0327 0.0138 0.1974 -4.456 -2.063 0.402 0.14
S -1.5949 -1.1015 0.7554 0.969 1.245 -0.313 -0.10
C -2.7055 -0.6873 -0.5835 0.695 4.279 1.892 -0.96
N 0.8049 0.0699 1.2546 1.707 0.865 0.666 -0.17
C 2.1618 -0.1601 0.8707 1.672 1.350 -2.754 -0.51
C 2.0026 -1.2927 -0.2493 0.959 3.975 -1.308 -0.71
N 0.6654 -0.9829 -0.8106 -1.010 1.380 -0.457 -0.05
H -0.9388 1.7890 1.4524 -0.267 1.270 -0.505 0.32
H -1.5687 2.7044 -0.0242 -0.550 1.004 0.345 0.29
H 0.1441 2.9260 0.5584 0.389 0.352 -0.164 0.26
H -2.5850 -1.2183 -1.4149 0.886 -2.161 -3.484 0.35
H -2.8224 0.4242 -0.8271 1.033 -1.329 0.346 0.25
H -3.6700 -0.8248 -0.2918 -2.771 -1.078 1.362 0.45
H 0.5919 -0.1412 2.2160 -0.677 -0.125 -0.324 0.29
H 2.7072 -0.3649 1.7877 0.478 -0.463 -0.490 0.45
H 2.7031 0.7323 0.2746 -1.345 -1.505 1.720 0.19
H 2.6192 -1.3377 -1.1381 0.956 0.727 0.271 0.42
H 2.1136 -2.2039 0.1495 -0.702 -3.575 1.610 0.33
H 0.4976 -0.6056 -1.7713 1.306 0.103 0.674 0.38
H 0.1656 -1.8472 -0.8598 -1.067 -0.591 0.568 0.42
```
Positions in Å, forces in eV/Å.

Summary:
* calculated total energy: -21249.847 eV
* LUMO energy: -2.998 eV
* net charge: +1
* max |F|: 0.09582 hartree/bohr
* HOMO-LUMO gap: 9.988 eV
* SMILES: CO[C@]1(SC)NCC[NH2+]1
* molar mass: 149.24 g mol⁻¹
* energy above the lowest of the compared OMol25 structures with the same formula, charge and spin: 148.7 kJ/mol

---

Please write out number 2 again, unchanged.
Density functional theory data (the ωB97M-V functional and the def2-TZVPD basis) for a structure of composition C4H7N3O in a non-equilibrium geometry.

XYZ file:
```
15
Properties=species:S:1:pos:R:3:forces:R:3:mulliken_charge:R:1
C -1.6394 0.8266 -0.5772 0.323 0.119 -0.133 -1.09
C -0.5939 0.5405 0.4853 -0.112 -0.838 0.253 0.79
C -0.2590 -1.3394 0.4163 -0.666 1.028 -0.659 0.10
N 2.0171 1.0977 0.0850 -0.086 -0.265 -0.650 -0.56
C 0.9586 -1.0276 -0.1908 0.419 -0.076 -0.701 -0.37
N 0.9648 0.3041 -0.2424 -0.795 0.373 1.521 0.25
N -1.0281 -2.2184 0.8628 0.237 -0.035 0.456 -0.60
O -0.5807 1.0952 1.5639 0.113 -0.173 -0.256 -0.62
H 1.8841 2.0470 -0.2406 0.193 -0.175 -0.068 0.23
H 2.9278 0.6818 -0.0569 0.064 0.126 -0.032 0.24
H -0.5479 -3.0753 1.1547 -0.028 0.044 -0.106 0.26
H 1.6239 -1.6285 -0.8099 0.276 -0.047 0.327 0.40
H -1.3946 0.3650 -1.5324 0.010 -0.004 0.004 0.34
H -1.7463 1.9071 -0.6978 -0.006 -0.052 -0.010 0.34
H -2.5863 0.4240 -0.2200 0.057 -0.024 0.054 0.27
```
Positions in Å, forces in eV/Å.

Summary:
* calculated total energy: -10774.677 eV
* LUMO energy: -0.644 eV
* net charge: 0
* max |F|: 0.03415 hartree/bohr
* HOMO-LUMO gap: 7.086 eV
* molar mass: 113.12 g mol⁻¹
* energy above the lowest of the compared OMol25 structures with the same formula, charge and spin: 489.3 kJ/mol

---

What did the third record say?
Density functional theory data (the ωB97M-V functional and the def2-TZVPD basis) for a structure of composition C6H14N2 in a non-equilibrium geometry.

XYZ file:
```
22
Properties=species:S:1:pos:R:3:forces:R:3:mulliken_charge:R:1
C 2.8669 0.5251 0.1872 -0.386 -0.934 -0.757 -1.48
C 1.3968 0.4370 -0.2431 0.321 0.505 0.580 0.53
C 0.4230 0.5566 0.9024 0.164 -0.204 0.161 -0.84
C -0.8818 0.4349 0.1494 -0.362 0.789 0.416 0.71
C -1.0531 -1.0340 -0.0835 -6.346 1.260 3.495 -0.08
N -2.1690 -1.3728 -0.6846 1.202 -0.227 -2.502 -0.68
C -2.0532 1.2133 0.7152 -0.313 -0.033 -0.324 -1.79
N 1.0661 -0.8815 -0.8064 0.139 -1.291 -1.602 -0.74
H 3.0890 -0.3181 0.8268 0.132 -0.160 0.307 0.34
H 3.0755 1.4449 0.6956 -0.054 0.578 0.359 0.37
H 3.5389 0.4628 -0.6654 0.042 -0.019 -0.170 0.36
H 1.1706 1.2924 -0.8972 0.212 -0.290 -0.280 0.25
H 0.5047 1.4146 1.5738 0.179 0.112 -0.396 0.35
H 0.5808 -0.3604 1.4931 -0.107 0.397 0.314 0.30
H -0.1179 -1.3530 -0.7917 4.624 0.835 -1.113 0.05
H -2.0927 -2.3326 -1.0438 -0.752 -0.216 1.075 0.24
H -0.8704 -1.5843 0.8453 1.366 -0.875 -0.487 0.44
H -1.8324 2.2828 0.7543 0.265 -0.100 0.129 0.43
H -2.3415 0.8824 1.6963 -0.121 -0.155 0.586 0.36
H -2.9213 1.1321 0.0662 -0.097 -0.262 -0.059 0.41
H 1.2110 -0.8792 -1.8271 -0.030 -0.027 0.438 0.31
H -0.7253 0.8255 -0.8513 -0.076 0.317 -0.169 0.14
```
Positions in Å, forces in eV/Å.

Summary:
* calculated total energy: -9424.986 eV
* LUMO energy: -0.151 eV
* net charge: 0
* max |F|: 0.14300 hartree/bohr
* HOMO-LUMO gap: 8.526 eV
* molar mass: 114.19 g mol⁻¹
* energy above the lowest of the compared OMol25 structures with the same formula, charge and spin: 434.0 kJ/mol

---

Question: Among the records above, which one has the lowest calculated total energy?
Answer: C17H17F6N4O8S2Ti